The following is a DFT calculation (ωB97M-V/def2-TZVPD) of a 11-piece molecular cluster, C36H92N2O20 overall in a non-equilibrium geometry.

XYZ file:
```
150
Properties=species:S:1:pos:R:3:forces:R:3:mulliken_charge:R:1
O 4.98536 0.25138 -4.83710 0.3 2.5 -1.0 -0.5271
O 3.77343 -0.59353 -2.09982 -0.1 1.0 -1.6 -0.4001
O 5.06867 -0.69228 0.26924 -0.7 -0.6 1.0 -0.5043
O -1.40252 -1.36570 -5.78145 -0.1 -1.6 -2.9 -0.6500
O 3.50026 -3.19388 0.10060 -1.2 -0.7 -0.5 -0.4204
O -4.65958 -3.36522 0.93673 -0.2 0.0 -0.2 -0.6323
O -5.40225 2.15323 -1.31633 0.4 1.6 0.1 -0.6660
O -1.27111 -6.00370 -3.51784 -1.5 -0.8 -0.3 -0.5284
O 1.73833 -5.21784 1.35338 -1.0 -0.2 1.1 -0.4964
O -1.11222 1.86869 -0.52852 0.3 1.0 0.8 0.5822
O 2.25942 5.66095 -0.97548 0.1 -1.3 -1.7 -0.3644
O -2.43345 -0.35287 3.87347 -0.8 1.3 0.7 -0.4131
O -1.74481 -3.44529 -2.11481 1.2 -0.3 -1.3 -0.2453
O -5.31851 -1.80077 -4.80343 1.8 0.2 -0.8 -0.5117
O -4.79364 -0.68431 -0.73158 0.3 -1.5 -0.3 -0.6010
O -3.31791 2.57264 3.21189 -0.7 0.7 1.0 -0.6714
O -4.47965 3.59063 1.03917 -0.5 0.3 0.8 -0.6011
O 1.43721 0.62277 -1.17189 -0.3 0.6 -1.0 -0.5563
O -1.06421 1.51428 -5.02050 -0.5 -0.7 0.1 -0.5216
O -4.47132 0.40163 -3.10988 1.0 -0.8 0.8 -0.0243
N 1.34982 -4.45461 2.50967 -0.3 1.1 1.2 0.9869
N 1.87647 6.08825 0.18126 2.1 2.0 4.4 0.7142
C -0.27829 -3.06910 3.73486 0.0 -0.3 0.7 -1.4137
C 1.28463 -6.66061 3.94695 -0.9 0.9 -0.7 -1.5756
C 4.94682 -1.04598 -4.41770 -1.2 -0.2 1.5 -0.2802
C 0.80296 5.78864 2.44741 -0.4 0.2 0.3 -1.1135
C -4.42661 -0.90795 0.62357 0.8 0.6 -0.4 0.1961
C 1.74799 -5.13836 3.80110 2.1 -1.5 0.6 1.0979
C 1.99315 3.87350 1.42148 2.0 0.5 -1.8 -1.8134
C -0.55941 -3.78441 -2.89593 0.4 -1.3 1.2 0.3460
C 4.34637 6.64428 0.80605 -1.4 -1.0 0.8 -1.2557
C -6.06285 -0.63086 -4.53814 -0.6 0.5 -0.1 -0.4050
C -4.02906 2.54244 -0.97788 -0.6 -1.6 0.0 -0.0728
C 1.38038 -4.31966 5.11516 -2.0 -1.1 -1.1 -1.1215
C -1.70197 0.92158 3.88512 1.5 -2.9 0.0 -0.5184
C -1.00080 0.88949 -1.51737 0.5 -1.9 0.6 -0.3517
C -0.03415 4.62746 0.33746 0.0 0.9 -0.5 -2.3088
C -0.57950 -0.95509 -4.76251 -1.0 2.9 0.1 0.1848
C 5.50680 -2.06949 0.52229 1.5 0.9 -0.4 -0.7742
C -5.07978 0.59309 -4.34085 -0.8 -0.7 -0.3 -0.6083
C 1.19884 5.20659 1.10138 -1.7 -3.1 0.2 1.8950
C 3.76858 -1.24123 -3.41606 0.2 -2.2 1.5 -0.7544
C 2.35181 7.59110 2.18200 1.2 1.0 -0.9 -1.3175
C -2.16540 1.92903 2.92370 1.7 -1.4 -2.1 1.7567
C 4.48446 -3.03618 1.06856 0.9 1.5 -0.7 -0.0305
C -0.03782 -3.85017 2.41791 0.0 -1.6 0.4 2.3705
C 1.92308 6.52154 3.13085 0.4 1.1 0.1 -0.6878
C -0.04445 0.50733 -5.07163 -0.3 -0.4 1.4 -0.7068
C -3.73946 -2.26615 0.76761 -2.2 -0.9 0.3 0.5168
C 3.33466 -5.11184 3.84497 0.4 0.5 -0.8 -1.7189
C 2.85134 8.38209 -0.13295 -1.4 0.4 -0.8 -1.9409
C 0.18233 -0.04926 -1.11026 -0.2 0.4 0.3 0.3207
C 2.80952 7.17765 0.75232 1.0 -0.1 0.7 1.1983
C -3.94350 3.82558 -0.24014 -0.9 -0.1 0.0 0.3156
C -0.13902 -2.84426 1.20983 0.6 -0.9 1.2 -0.8508
C -1.20764 -4.86550 2.35144 -0.6 -0.3 -1.1 -1.9082
C -0.30505 -5.30466 -2.83276 0.9 0.7 1.0 -0.8797
C -0.12475 -3.90172 5.07011 1.6 0.8 -1.8 -0.8812
H -0.58916 -3.55330 -3.96073 -0.4 0.7 0.1 0.1424
H -4.08912 -0.44477 -3.35302 0.7 -0.7 1.7 0.0707
H 1.82536 8.69526 -0.32633 -0.2 0.0 -0.4 0.4732
H 2.09420 -3.50626 5.24538 -0.4 0.2 0.0 0.4158
H -2.16522 1.39923 1.97113 -1.1 -0.7 -0.5 -0.4459
H 0.67965 -5.64851 -3.14936 0.4 0.7 -0.4 0.4113
H 0.14745 -1.00303 -1.63674 0.1 0.1 -0.5 -0.0709
H -1.99819 -4.74745 3.09253 0.4 0.1 0.5 0.3926
H 1.59345 8.37235 2.23345 -0.5 -0.2 -1.0 0.4172
H -4.98321 0.20366 -1.04330 0.0 0.1 0.9 0.4578
H 0.48461 0.60890 -6.01919 0.0 -0.6 -0.1 0.5518
H -1.35479 -1.03056 -4.00007 1.3 0.8 1.8 0.1394
H 0.28663 -3.34002 -2.37168 0.1 0.5 -0.3 -0.2045
H 4.91204 7.30554 1.46244 -0.3 0.1 0.0 0.3990
H 2.10472 -0.06405 -1.23761 0.8 0.2 -0.2 -0.0506
H -2.91913 4.12312 -0.01599 0.0 0.3 -0.9 -0.2900
H -5.30285 -0.70491 1.23926 0.1 -0.5 0.5 0.3839
H -6.61017 -0.89724 -3.63394 -0.2 1.1 0.3 0.2785
H 0.48091 4.98968 3.11526 -0.2 -0.3 -0.5 0.3396
H -3.61227 -0.25660 0.94091 0.0 0.7 0.0 -0.3472
H -5.45937 1.60947 -4.23609 -0.8 -0.2 -1.0 0.3523
H -0.77012 -4.77969 5.04236 0.1 -0.1 0.0 0.2485
H -0.95041 -5.92413 2.31648 0.3 0.1 0.0 0.3530
H -0.66193 4.04155 1.00881 0.2 0.0 -0.1 -0.0317
H 1.00020 -7.08538 2.98427 0.2 0.2 -0.3 0.3175
H -0.63163 5.42510 -0.10400 -0.3 0.2 0.3 0.4792
H -3.17101 -2.46764 -0.14034 0.5 0.3 0.2 -0.2419
H 4.34116 0.80572 -4.39065 0.0 -0.1 0.2 0.3271
H -0.92333 1.41306 -2.47025 0.2 -0.7 -0.4 0.1450
H 0.30414 -1.54689 -4.52360 -0.2 -0.5 -0.4 0.0687
H -6.78051 -0.44520 -5.33726 0.0 0.1 -0.2 0.3323
H 0.64036 0.69725 -4.24515 0.5 0.2 0.1 0.2487
H 0.31312 -3.08805 0.24846 0.3 -0.8 0.2 0.0253
H 1.59211 7.11955 3.97993 -0.3 -0.6 0.4 0.4044
H -3.46522 3.15668 2.46436 -0.9 0.3 -0.3 0.5353
H 4.54997 -0.83034 -1.58748 0.2 0.0 0.2 0.1450
H 3.14000 -2.31394 -0.03179 -0.3 0.1 -0.2 0.1447
H 3.20320 8.19468 2.49652 0.3 -0.4 0.5 0.5788
H -0.17998 2.08007 -0.43995 0.1 0.6 0.6 -0.2973
H -4.21341 0.54185 -5.00030 -0.7 0.3 -1.2 0.2761
H 1.98679 -7.37888 4.37020 0.3 0.5 0.2 0.3942
H 3.22512 9.27816 0.36249 0.7 -0.4 0.0 0.3801
H 4.87323 -1.64140 -5.32773 -0.4 -0.6 0.3 0.3050
H 3.91426 -5.53313 3.02359 -0.8 -0.1 -0.8 0.3594
H -3.37026 -0.17315 3.98169 -0.3 0.0 0.2 0.2643
H -1.89066 0.26421 -1.44477 -0.2 0.1 -0.4 -0.0751
H 0.43028 -2.00203 1.60309 -0.6 0.7 -0.4 0.5510
H 0.19779 -0.30819 -0.05157 -1.5 -0.2 0.2 0.4183
H 3.92068 -5.57098 4.64113 -1.0 -0.2 0.9 0.3946
H -3.21406 -2.36700 1.71729 0.6 0.7 -0.3 -0.1951
H 4.29108 5.66395 1.27935 0.4 0.0 0.2 0.3273
H -5.14561 2.91130 0.91029 -0.4 0.0 0.4 0.3335
H 3.62580 -4.06156 3.86018 0.0 0.2 0.0 0.3280
H -5.29217 1.57034 -2.07112 -0.1 -0.1 -0.3 0.2664
H -1.29181 -2.66830 3.71949 0.1 0.3 -0.3 0.1774
H -3.38550 2.51392 -1.85714 0.0 -0.3 0.2 0.2682
H 5.83428 -0.11325 0.28241 0.1 -0.1 0.1 0.2555
H -1.23590 -5.77853 -4.45039 0.0 0.0 -0.1 0.3593
H -0.71361 2.35016 -5.33668 0.1 -0.1 -0.1 0.2576
H 0.46036 -2.26764 3.72230 -0.1 0.4 0.4 0.5403
H -0.37409 -3.35477 5.97938 -0.1 0.3 -0.3 0.4569
H -1.32232 2.52905 2.58121 0.6 1.2 1.0 -0.9266
H 1.39241 -4.98424 5.97904 0.9 -0.3 -0.1 0.4120
H 2.08558 -4.52967 0.78115 0.5 0.2 -0.2 0.3324
H -1.76908 -4.64186 1.44431 0.0 -0.4 -0.3 0.3271
H -5.42378 -3.22843 0.37203 0.0 0.0 -0.2 0.3790
H 1.58395 3.10574 2.07814 -0.6 0.8 0.2 0.3165
H 3.35441 8.13280 -1.06722 0.1 0.5 0.0 0.4271
H 3.75905 -2.26711 -3.04785 0.2 -0.7 -0.9 0.4203
H -2.25039 -4.25581 -2.20978 -0.7 -0.1 0.2 0.2946
H 4.93794 6.51663 -0.10051 -0.7 0.3 -0.4 0.3421
H -4.60111 4.51685 -0.76719 0.5 0.8 -0.1 0.3333
H -3.86595 1.78601 -0.21022 1.6 -0.2 -0.3 0.1119
H 5.89526 -1.27156 -3.93018 0.1 -0.4 0.2 0.2501
H 0.28441 4.04631 -0.52793 0.1 -0.2 0.3 0.8763
H -5.71991 -2.63265 -4.54177 -0.4 0.4 0.2 0.2920
H 2.76087 5.92008 3.48360 -0.2 -0.4 -0.2 0.3324
H 5.04035 -3.95878 1.23565 -0.5 -0.2 0.1 0.3430
H -0.31103 -5.60144 -1.78396 -0.5 -0.1 0.1 0.3564
H -0.08291 6.39924 2.27273 0.1 0.5 0.3 0.5316
H 4.08326 -2.61022 1.98818 -0.1 -0.3 0.3 0.1597
H -1.19816 -2.75653 0.96769 0.2 0.9 0.3 -0.7617
H 5.89987 -2.27668 -0.47305 0.0 -1.4 0.1 0.2952
H 2.75271 -1.11583 -3.79075 0.3 0.6 -0.5 0.4267
H 6.33348 -2.13102 1.23004 0.3 0.6 0.1 0.4842
H 2.14006 3.40250 0.44955 0.1 -0.3 0.0 0.5857
H 0.35443 -6.70867 4.51309 0.0 0.0 0.3 0.3243
H -0.83339 0.38308 3.50603 0.9 1.2 -0.6 0.1364
H -2.32782 -1.22922 -5.56515 0.2 0.0 0.0 0.3928
H 3.00117 4.14091 1.73851 -0.1 -0.2 0.4 0.3408
H -1.32133 1.27847 4.84211 -1.1 0.0 0.6 0.3463
H 1.68771 6.08069 -1.62245 -0.2 0.2 -0.9 0.4191
```
Forces are in eV/Å.

HOMO energy (spin up / spin down) = -9.41 / -9.41 eV
energy = -3040.41529 hartree
expectation value of S² = 0.754
2S+1 = 2
HOMO-LUMO gap (spin up / spin down) = 0.2444 / 0.1024 Ha
total charge = +1